(1)
Molecular formula: C13H40BF4O12
Method: DFT, ωB97M-V with the def2-TZVPD basis set

```
! RIJCOSX wB97M-V def2-TZVPD def2/J DEFGRID3
* xyz 0 2
B 0.32 -0.43 0.14
F -0.29 0.76 0.30
F -0.58 -1.48 0.17
F 0.92 -0.35 -1.15
F 1.34 -0.54 1.07
O -0.20 -2.90 2.44
H -0.95 -3.48 2.34
H -0.27 -2.29 1.71
C -1.82 -0.57 -4.72
C -1.69 -1.23 -3.39
O -0.65 -2.15 -3.47
O -2.71 0.54 -4.44
H -2.35 -1.16 -5.47
H -0.83 -0.37 -5.14
H -2.62 -1.56 -2.94
H -1.32 -0.57 -2.60
H -0.55 -2.30 -2.53
H -2.66 1.21 -5.13
C 2.37 2.00 4.64
C 1.84 1.20 3.52
O 2.41 1.52 2.25
O 3.74 1.69 4.98
H 1.80 1.76 5.54
H 2.25 3.04 4.34
H 0.77 1.41 3.46
H 2.09 0.16 3.71
H 1.97 0.87 1.69
H 3.85 0.75 4.81
C -1.04 4.15 -0.05
C -2.43 3.63 -0.53
O -2.95 2.58 0.32
O -0.07 3.34 -0.40
H -1.11 4.20 1.04
H -0.74 5.16 -0.31
H -2.40 3.19 -1.53
H -3.14 4.45 -0.62
H -2.74 1.79 -0.18
H -0.56 2.52 -0.39
C 4.77 -2.06 4.26
C 3.96 -2.57 3.03
O 3.13 -3.56 3.61
O 4.09 -1.15 5.14
H 5.73 -1.78 3.83
H 5.13 -2.94 4.78
H 4.62 -3.11 2.35
H 3.47 -1.76 2.49
H 2.28 -3.58 3.17
H 3.47 -1.71 5.60
C 3.45 0.66 -3.06
C 2.17 1.04 -3.82
O 1.17 1.53 -2.93
O 4.05 1.81 -2.43
H 4.20 0.29 -3.76
H 3.29 -0.17 -2.36
H 1.82 0.12 -4.30
H 2.34 1.78 -4.60
H 0.98 0.87 -2.25
H 3.37 2.11 -1.82
C -4.55 0.08 -0.86
C -4.90 -1.41 -1.28
C -4.23 -2.51 -0.35
O -6.36 -1.56 -1.24
H -3.64 0.33 -1.40
H -4.39 0.33 0.19
H -5.22 0.76 -1.38
H -4.59 -1.62 -2.31
H -4.16 -3.54 -0.68
H -4.70 -2.55 0.63
H -3.18 -2.29 -0.13
H -6.63 -2.41 -1.61
*
```

Summary:
HOMO energy (spin up / spin down)	-0.3538 / -0.3530	Ha
HOMO-LUMO gap (spin up / spin down)	9.86 / 2.98	eV


(2)
Molecular formula: C13H40O19S3
Method: DFT, ωB97M-V with the def2-TZVPD basis set

```
! RIJCOSX wB97M-V def2-TZVPD def2/J DEFGRID3
* xyz 0 1
C -7.88 -15.29 8.09
O -8.46 -15.34 6.77
H -7.48 -16.28 8.33
H -7.08 -14.61 8.06
H -8.54 -15.02 8.93
H -9.42 -15.39 6.75
C -15.83 -18.47 11.67
O -15.65 -18.51 10.26
H -16.87 -18.16 11.83
H -15.75 -19.51 11.99
H -15.10 -17.79 12.11
H -16.15 -17.87 9.81
C -11.87 -9.34 6.11
O -11.01 -10.23 6.69
H -11.43 -8.34 5.89
H -12.23 -9.78 5.16
H -12.74 -9.21 6.72
H -10.23 -10.31 6.15
C -12.86 -13.41 13.64
O -12.38 -13.24 12.36
H -12.99 -12.45 14.21
H -13.78 -13.89 13.56
H -12.21 -14.03 14.27
H -11.87 -13.96 11.97
C -7.85 -12.14 5.62
O -8.77 -12.52 6.65
H -7.94 -11.03 5.39
H -6.78 -12.27 5.92
H -8.02 -12.67 4.65
H -8.74 -13.51 6.62
C -11.85 -14.11 5.01
O -11.27 -15.34 5.34
H -11.69 -13.94 3.99
H -12.91 -13.98 5.35
H -11.33 -13.31 5.47
H -11.89 -16.09 5.51
C -8.02 -12.66 13.83
O -7.40 -11.69 14.60
H -9.09 -12.42 13.70
H -7.48 -12.72 12.86
H -7.86 -13.60 14.31
H -7.82 -10.86 14.38
C -13.82 -18.30 6.37
C -14.27 -18.18 7.85
O -15.52 -17.48 7.78
S -15.97 -16.93 6.39
O -15.93 -15.54 6.38
O -17.08 -17.66 5.86
O -14.60 -17.38 5.66
H -13.90 -19.28 6.02
H -12.82 -17.97 6.28
H -13.53 -17.62 8.36
H -14.38 -19.12 8.37
C -11.82 -12.82 8.72
C -13.17 -13.49 8.51
O -13.03 -14.80 9.06
S -11.55 -15.22 9.07
O -11.44 -16.32 8.13
O -11.05 -15.41 10.43
O -10.93 -13.92 8.48
H -11.58 -12.32 9.63
H -11.55 -12.07 7.96
H -13.51 -13.54 7.50
H -13.93 -13.03 9.17
C -8.48 -9.88 8.67
C -8.76 -11.20 9.44
O -7.41 -11.59 9.88
S -6.72 -10.25 10.47
O -5.35 -10.43 10.29
O -7.25 -9.82 11.69
O -7.35 -9.33 9.35
H -9.41 -9.27 8.49
H -8.11 -10.18 7.68
H -9.06 -12.05 8.82
H -9.35 -10.94 10.29
*
```

Summary:
HOMO energy	-0.3611	Ha
HOMO-LUMO gap	9.98	eV


(3)
Molecular formula: C13H42BF4O13Rb
Method: DFT, ωB97M-V with the def2-TZVPD basis set

```
! RIJCOSX wB97M-V def2-TZVPD def2/J DEFGRID3
* xyz 0 1
Rb -23.68 -4.20 3.04
B -20.32 -3.15 3.27
F -21.09 -2.94 4.40
F -19.72 -1.92 2.89
F -19.28 -4.04 3.52
F -21.14 -3.61 2.27
O -23.36 -1.28 2.68
H -23.61 -0.60 2.05
H -22.86 -0.81 3.34
O -16.69 -2.75 4.49
H -16.53 -3.28 3.71
H -17.49 -2.27 4.30
C -20.49 -4.72 7.15
C -21.33 -4.47 8.43
O -20.59 -3.62 9.30
O -19.22 -5.40 7.36
H -20.41 -3.75 6.66
H -21.12 -5.35 6.54
H -21.58 -5.39 8.97
H -22.26 -4.01 8.13
H -19.78 -4.07 9.55
H -18.77 -5.16 6.54
C -21.59 -6.58 0.64
C -20.50 -6.63 1.71
O -20.01 -7.92 2.05
O -22.90 -6.53 1.31
H -21.52 -7.40 -0.07
H -21.57 -5.60 0.17
H -20.85 -6.12 2.60
H -19.69 -5.97 1.40
H -19.54 -8.35 1.33
H -23.63 -6.68 0.70
C -16.16 -3.23 -0.07
C -17.26 -3.67 0.84
O -17.00 -4.69 1.85
O -16.22 -3.95 -1.35
H -15.21 -3.25 0.46
H -16.42 -2.19 -0.28
H -18.17 -3.88 0.27
H -17.63 -2.80 1.38
H -17.77 -4.79 2.42
H -16.35 -4.87 -1.11
C -23.17 -0.10 6.89
C -21.71 -0.32 6.41
O -21.63 -0.53 5.05
O -23.26 0.49 8.14
H -23.76 -1.02 6.85
H -23.60 0.70 6.30
H -21.37 -1.22 6.92
H -21.12 0.56 6.67
H -21.47 -1.45 4.83
H -22.89 -0.09 8.81
C -21.07 -1.40 -0.55
C -21.02 -2.74 -1.31
O -22.25 -3.08 -1.80
O -21.23 -0.35 -1.57
H -20.09 -1.29 -0.08
H -21.84 -1.32 0.22
H -20.68 -3.45 -0.56
H -20.26 -2.68 -2.09
H -22.44 -2.52 -2.56
H -20.39 -0.30 -2.02
C -16.16 0.07 2.45
C -16.81 1.29 1.85
C -18.13 0.92 1.15
O -17.24 2.24 2.88
H -16.65 -0.33 3.33
H -15.14 0.28 2.77
H -16.17 -0.72 1.69
H -16.09 1.69 1.14
H -17.98 0.05 0.51
H -18.48 1.74 0.52
H -18.93 0.70 1.86
H -16.39 2.46 3.26
*
```

Summary:
HOMO energy	-0.3553	Ha
HOMO-LUMO gap	8.77	eV